C30H26N7O2Rh | ωB97M-V/def2-TZVPD

The geometry in ORCA input format:
```
! wB97M-V def2-TZVPD RIJCOSX def2/J DEFGRID3
* xyz 2 1
Rh 0.5297 -0.0419 0.1320
C 1.5015 3.5876 3.9738
C 0.8622 4.1397 2.8632
C 0.9688 3.5382 1.6257
C 1.7230 2.3684 1.5171
C 2.3666 1.8117 2.6196
C 2.2532 2.4280 3.8556
N 1.8937 1.6501 0.3013
N 1.3460 2.1413 -0.7299
C 1.4682 1.3245 -1.9120
C 1.9115 1.7760 -3.1395
C 1.8684 0.8721 -4.1957
C 1.3456 -0.4089 -4.0359
C 0.8482 -0.8443 -2.8070
C 0.9440 0.0497 -1.7621
H 1.4157 4.0764 4.9350
H 0.2873 5.0491 2.9715
H 0.4920 3.9643 0.7539
H 2.9717 0.9228 2.4859
H 2.7594 2.0151 4.7170
H 2.2883 2.7824 -3.2650
H 2.2393 1.1747 -5.1652
H 1.3188 -1.0820 -4.8823
H 0.4369 -1.8383 -2.6954
O -3.7371 -1.6255 5.3944
C -4.3547 -0.4672 4.8951
N -3.7364 -0.2789 3.5919
C -3.9426 0.8453 2.8806
O -4.6117 1.7847 3.2502
C -3.2335 0.9374 1.5471
C -3.8139 1.7015 0.5393
C -3.1496 1.8582 -0.6646
C -1.9000 1.2914 -0.8255
N -1.3404 0.5696 0.1577
C -1.9912 0.3846 1.3217
H -4.2090 -1.9303 6.1764
H -4.1543 0.4181 5.5017
H -5.4366 -0.5895 4.7902
H -3.3989 -1.1229 3.1567
H -4.7718 2.1698 0.7279
H -3.5762 2.4336 -1.4737
H -1.3245 1.4119 -1.7314
H -1.4810 -0.1932 2.0843
C -1.4848 -3.7661 -0.3694
C -1.2222 -2.4171 -0.3839
N -0.0950 -1.9310 0.1787
C 0.7978 -2.7676 0.7139
C 0.6316 -4.1451 0.7161
C -0.5573 -4.6356 0.1930
C 1.6506 -5.0607 1.2623
C 2.9601 -5.1026 1.0101
C 3.7859 -4.2659 0.1154
C 5.1431 -4.5328 0.0140
C 5.8880 -3.7360 -0.8437
N 5.3385 -2.7538 -1.5493
C 4.0333 -2.5814 -1.3872
N 3.2241 -3.2781 -0.5988
H -2.3942 -4.1355 -0.8214
H -1.8860 -1.7115 -0.8568
H 1.6952 -2.3260 1.1265
H -0.7412 -5.7027 0.1888
H 1.2464 -5.8332 1.9078
H 3.5121 -5.8978 1.4976
H 5.6030 -5.3334 0.5759
H 6.9532 -3.8902 -0.9687
H 3.5787 -1.7832 -1.9678
*
```

## Properties
ΔE to the lowest compared entry with this formula, charge and spin in kcal per mole: 29.6
LUMO in eV: -7.470
Molecular weight in g/mol: 619.49
Gap between HOMO and LUMO in eV: 6.801
Highest occupied orbital energy in eV: -14.27

C4H5NO2 | ωB97M-V/def2-TZVPD

The geometry in ORCA input format:
```
! wB97M-V def2-TZVPD RIJCOSX def2/J DEFGRID3
* xyz 0 1
H -1.4084 -1.9972 1.4932
N -0.8830 -1.1244 1.4670
C -1.0857 -0.4098 0.4495
C -0.4716 1.0257 0.3872
O -1.0461 1.8725 -0.2741
H -1.8201 -0.5978 -0.3427
H 0.0404 1.2181 1.3426
C 1.0148 -0.3994 -1.0744
C 1.6140 0.6687 -0.5430
O 2.4732 1.4173 -0.2834
H 1.1719 -1.3834 -0.6703
H 0.4005 -0.2903 -1.9517
*
```

## Properties
ΔE to the lowest compared entry with this formula, charge and spin in kcal per mole: 82.5
LUMO in eV: 0.227
Molecular weight in g/mol: 99.09
Gap between HOMO and LUMO in eV: 9.627
Highest occupied orbital energy in eV: -9.40

C36H76LiN4O4 | ωB97M-V/def2-TZVPD

The geometry in ORCA input format:
```
! wB97M-V def2-TZVPD RIJCOSX def2/J DEFGRID3
* xyz 1 1
Li -0.6427 -0.8400 -0.0747
C -1.6397 -4.2030 1.3253
C -1.7597 -3.3660 0.1843
C -2.6867 -3.8980 -0.8667
C -4.1447 -3.6520 -0.3607
C -4.4687 -2.2070 0.0633
C -3.5587 -1.7620 1.0963
N -2.1947 -1.9880 0.6313
O -1.3637 -1.5420 1.6903
C -4.0477 -2.3190 2.4653
C -3.6997 -0.2710 1.2833
C -0.3587 -3.1390 -0.4637
H -1.0477 -3.8290 2.0973
H -1.1937 -5.0920 1.2103
H -2.6657 -4.4760 1.7033
H -2.5197 -4.9950 -0.9897
H -2.5637 -3.3890 -1.7807
H -4.3347 -4.1740 0.5553
H -4.7197 -4.1640 -1.0977
H -5.5127 -2.1460 0.4273
H -4.3797 -1.5030 -0.7727
H -1.8607 -1.5250 2.4803
H -4.9997 -1.7980 2.7303
H -3.3997 -2.0530 3.2793
H -4.1877 -3.4160 2.5983
H -4.6947 0.0760 1.4333
H -3.2657 0.3890 0.5443
H -3.2327 0.0570 2.2163
H -0.5037 -2.8490 -1.4587
H 0.1733 -4.1010 -0.5467
H 0.2793 -2.4570 0.0603
C -2.7077 4.8080 -1.2027
C -1.2777 4.7310 -0.8727
C -0.7367 5.7520 0.1463
C -1.2237 5.5180 1.5823
C -0.9737 4.1350 1.9263
C -1.5457 3.0840 0.9953
N -1.0207 3.3710 -0.3587
O 0.4183 3.0610 -0.3267
C -3.0327 2.9890 1.1683
C -1.0077 1.7250 1.3853
C -0.4397 4.9700 -2.1587
H -3.2647 5.1920 -0.3687
H -2.9547 3.8260 -1.5217
H -2.9627 5.4520 -1.9747
H -0.9587 6.7450 -0.1157
H 0.3333 5.7700 0.2503
H -2.2777 5.7640 1.7353
H -0.6457 6.2030 2.2463
H -1.2597 4.0310 3.0103
H 0.0843 3.9600 1.9553
H 0.7673 3.5360 0.3923
H -3.3737 2.4160 0.3093
H -3.5147 4.0020 1.2463
H -3.3707 2.4970 2.0573
H -0.0267 1.7460 1.8243
H -1.0677 0.9700 0.6203
H -1.5977 1.3280 2.2133
H -0.9517 5.8160 -2.6347
H -0.4967 4.1460 -2.8387
H 0.5913 5.2570 -1.9077
C 2.8103 -1.4940 3.8223
C 2.5923 -1.5530 2.3983
C 1.7293 -0.4200 1.8203
C 2.4423 0.8600 1.8873
C 3.7103 0.7990 1.0743
C 4.7163 -0.1680 1.5273
N 3.9023 -1.4440 1.5843
O 4.7033 -2.6440 1.3223
C 5.3033 0.1680 2.8753
C 5.8003 -0.2350 0.4513
C 2.0873 -2.9890 2.1763
H 1.9623 -1.9740 4.2793
H 2.7103 -0.5210 4.2013
H 3.6243 -1.9600 4.1503
H 0.8443 -0.2570 2.4013
H 1.5073 -0.7330 0.7933
H 2.5933 1.2420 2.9373
H 1.8633 1.7210 1.5243
H 4.1573 1.7970 1.1323
H 3.4713 0.6090 -0.0147
H 4.8203 -3.0900 2.1593
H 5.8663 -0.5820 3.4313
H 4.5993 0.5300 3.6353
H 5.9743 1.0440 2.7353
H 6.3003 0.7310 0.4233
H 5.5043 -0.4310 -0.5877
H 6.5933 -0.8900 0.7623
H 1.1153 -3.1480 2.5553
H 2.6533 -3.7660 2.7443
H 2.1173 -3.2040 1.1393
C 2.5233 -1.7990 -1.6437
C 1.7403 -1.2680 -2.6587
C 1.3393 -2.2540 -3.7307
C 0.4143 -1.6320 -4.7657
C -0.8727 -1.2570 -4.0587
C -0.6997 -0.3150 -2.9737
N 0.4733 -0.6950 -2.1327
O 0.7573 0.3140 -1.0897
C -1.9837 -0.1700 -2.1327
C -0.3887 1.1220 -3.6057
C 2.6243 -0.1330 -3.1937
H 2.0313 -2.6490 -1.3087
H 2.9413 -1.1700 -0.8577
H 3.3933 -2.2290 -2.1457
H 0.7313 -3.0640 -3.3437
H 2.2583 -2.6920 -4.0777
H 0.2823 -2.3590 -5.5647
H 0.8973 -0.7370 -5.2007
H -1.3997 -2.1430 -3.7407
H -1.4487 -0.8710 -4.9097
H 1.1243 1.0580 -1.5347
H -2.0117 0.6820 -1.3947
H -2.2437 -1.1560 -1.6087
H -2.7467 0.0040 -2.8597
H -1.1187 1.3830 -4.3647
H 0.5693 1.2640 -4.1357
H -0.4307 1.9530 -2.9017
H 2.7923 0.5970 -2.3197
H 2.3893 0.3850 -4.1947
H 3.6783 -0.3420 -3.3367
*
```

## Properties
ΔE to the lowest compared entry with this formula, charge and spin in kcal per mole: 6.2
LUMO in eV: -1.871
Molecular weight in g/mol: 635.97
Gap between HOMO and LUMO in eV: 8.133
Highest occupied orbital energy in eV: -10.00

C3H7O3 | ωB97M-V/def2-TZVPD

The geometry in ORCA input format:
```
! wB97M-V def2-TZVPD RIJCOSX def2/J DEFGRID3
* xyz -1 1
O 0.2450 -1.5678 2.0445
C 0.0278 -1.0082 0.9314
O -0.7966 -1.3000 0.0639
C 1.0606 0.0577 0.4829
C 0.5457 1.4892 0.3976
H 1.5569 -0.2930 -0.4473
H 1.8640 -0.1885 1.1495
H 0.9357 2.0234 1.2762
H -0.5183 1.5656 0.4487
H 1.0340 2.0823 -0.3965
H -2.0138 -0.8536 -1.2680
H -1.5576 -1.1277 -2.5170
O -2.3834 -0.8795 -2.1662
*
```

## Properties
ΔE to the lowest compared entry with this formula, charge and spin in kcal per mole: 16.8
LUMO in eV: 4.199
Molecular weight in g/mol: 91.09
Gap between HOMO and LUMO in eV: 8.492
Highest occupied orbital energy in eV: -4.29